{
  "formula": "C26H58Li3N16O21",
  "method": "ωB97M-V with the def2-TZVPD basis set",
  "e_lumo_ha": -0.069,
  "e_homo_ev": -3.54,
  "relative_energy_kcal_mol": 399.4,
  "charge": -1,
  "gap_ha": 0.0609,
  "species": ["O", "O", "O", "O", "O", "O", "O", "O", "O", "O", "O", "O", "O", "O", "O", "O", "O", "O", "O", "O", "O", "N", "N", "N", "N", "N", "N", "N", "N", "N", "N", "N", "N", "N", "N", "N", "N", "C", "C", "C", "C", "C", "C", "C", "C", "C", "C", "C", "C", "C", "C", "C", "C", "C", "C", "C", "C", "C", "C", "C", "C", "C", "C", "Li", "Li", "Li", "H", "H", "H", "H", "H", "H", "H", "H", "H", "H", "H", "H", "H", "H", "H", "H", "H", "H", "H", "H", "H", "H", "H", "H", "H", "H", "H", "H", "H", "H", "H", "H", "H", "H", "H", "H", "H", "H", "H", "H", "H", "H", "H", "H", "H", "H", "H", "H", "H", "H", "H", "H", "H", "H", "H", "H", "H", "H"],
  "xyz": [[9.72705, 4.36264, -0.15640], [4.38029, -14.66651, -0.31611], [3.05788, 1.03619, -5.76600], [4.67252, -10.47692, -2.10540], [-7.09401, -1.67717, -1.79891], [-3.66424, -4.91290, -6.12705], [2.45604, 5.54244, 5.17097], [3.41413, -9.79209, 5.17590], [-7.13304, -1.55496, 3.97363], [0.50684, -3.28336, -0.61452], [-5.02079, 3.79588, -8.39037], [5.44371, 11.88347, 2.47746], [1.83274, -4.22568, -6.23574], [1.08026, 1.86202, 0.31362], [2.35692, -15.40978, -2.20594], [5.02077, -4.64162, 6.54128], [1.98091, -10.96386, -3.10257], [1.97543, -2.36519, 1.81043], [-8.14156, 4.63426, 2.58949], [-0.40983, 9.02968, -2.64479], [-1.58024, 0.78578, -0.77271], [-7.19965, 5.76135, 0.99750], [8.09824, 5.78733, -0.29691], [2.01120, -11.16923, 4.43921], [4.61909, 10.02100, 1.61586], [1.54019, -9.04811, 4.13919], [-2.05177, 8.04114, -1.51385], [-3.66749, -2.78336, -6.58030], [-4.81603, -3.97662, -7.89310], [-8.42958, 6.77357, 2.19665], [3.28104, 3.01273, -4.92101], [4.23754, 1.33593, -3.87256], [-3.60875, 3.61078, -6.61788], [5.36618, 9.99196, 3.70652], [-2.45868, 9.66861, -2.88062], [7.71417, 3.82258, 0.70514], [-5.48146, 2.54934, -6.56679], [0.63575, 0.66304, 0.49352], [-4.74730, -1.27950, 4.01334], [1.45549, -0.10156, 1.24734], [5.14300, 10.71052, 2.62121], [-0.60318, -1.25580, -0.52025], [-0.52152, 0.14079, -0.36320], [4.50990, -12.61358, -1.08501], [0.36709, -2.17224, -0.06436], [2.90505, -14.19272, -2.14483], [2.26007, -13.28039, -2.86382], [-4.72090, 3.30902, -7.30605], [2.35025, -9.93251, 4.58477], [3.99541, -13.84267, -1.17225], [1.24776, 4.45720, 6.79861], [4.11365, -11.58666, -1.95869], [-5.93064, -2.04827, 4.57065], [-1.53842, 8.94874, -2.31013], [3.53627, 1.74381, -4.88093], [0.34011, 6.60359, 5.79728], [-5.63011, -3.53476, 4.42048], [-7.87076, 5.63915, 1.98596], [1.33388, -1.58005, 1.10566], [2.70545, -11.90659, -2.73949], [8.60944, 4.65868, 0.06482], [-4.05096, -3.94377, -6.84804], [1.57753, 5.79272, 6.25889], [3.70310, -5.87402, -3.05514], [6.28681, -3.71911, 0.95626], [-1.32867, -7.38592, -2.68172], [0.69355, 7.42634, 5.17578], [8.02896, 2.86317, 0.72825], [-9.09309, 6.87786, 2.95096], [4.34875, 0.34485, -3.71288], [8.78680, 6.30109, -0.82797], [2.01888, 5.01174, 4.50101], [-0.27358, 5.97136, 5.15560], [2.82686, 3.36928, -5.74968], [-1.42303, 7.28773, -1.27475], [-4.14129, -1.98601, -6.98011], [-0.26101, 6.96936, 6.62973], [-2.28214, 9.85134, -3.85814], [6.79145, 4.07101, 1.03222], [-6.84544, -2.26309, -1.08396], [-6.46877, 2.58417, -6.77680], [2.12010, -3.34514, -6.47722], [0.83421, -9.30145, 3.46279], [-3.04880, -2.63257, -5.79634], [2.21217, 3.95943, 6.89979], [1.78234, -8.07149, 4.22674], [-7.09574, -0.59599, 3.94951], [-5.13829, -4.90883, -8.11046], [1.23627, -4.48453, -6.93820], [-3.80626, -1.67729, 4.39324], [4.92568, 9.10359, 3.89851], [1.42871, -13.47126, -3.52625], [5.06071, -5.59077, 6.65847], [5.20976, -12.31989, -0.31667], [-6.09273, -1.72238, 5.59808], [-4.87564, -3.84871, 5.14181], [4.25963, 10.72474, 0.98685], [-5.11965, 2.34918, -5.64531], [-3.02911, 7.98941, -1.26439], [-2.87101, 4.09655, -7.10764], [-1.44493, -1.70166, -1.02924], [1.28512, -11.57976, 3.86967], [2.15045, 6.35971, 6.99264], [-5.30375, -3.86011, 3.43270], [4.40672, 2.03400, -3.16250], [-7.65872, 6.21904, 0.22298], [-6.44510, -0.97411, -1.76965], [-8.22072, 7.64037, 1.72215], [-4.74633, -1.45246, 2.93716], [2.54263, -11.90524, 4.88190], [4.21613, 9.11111, 1.78852], [-5.12976, -3.12553, -8.33731], [2.88458, 3.40603, -4.07944], [2.22867, 0.38174, 1.82615], [-3.43271, 3.24916, -5.69142], [0.69774, 4.46806, 7.73960], [5.67897, 10.55459, 4.48479], [-3.38130, 9.57458, -2.48058], [-4.66261, -0.21712, 4.24199], [4.50366, -4.51966, 5.74506], [-6.46892, 5.07043, 0.90385], [-6.40609, -4.23414, 4.73165], [0.76312, 3.88864, 6.00491], [7.09483, 5.90095, -0.31647]]
}